# 1
This record from the Open Molecules 2025 dataset describes an isolated molecule of C6H11N at a distorted geometry. The level of theory is ωB97M-V with the def2-TZVPD basis set.

Computed properties:
structure (SMILES) = [H]/N=C(/C)[C@H](C)C=C
multiplicity = 1
E = -289.8642 Ha
molecular weight = 97.161 u
gap between HOMO and LUMO = 0.373 hartree
energy relative to the best compared isomer or geometry (same formula, charge and spin) = 67.4 kcal/mol

Each line ends with the Mulliken charge.
Element x y z (Å)
H1 0.9411 -1.9756 -0.8493  0.30
N1 -0.0788 -1.9159 -0.8726  -0.70
C1 -0.5361 -0.9694 -0.1946  0.41
C2 -2.3102 -0.7385 -0.1734  -1.15
C3 -0.1460 0.2022 0.5501  0.29
C4 -0.3349 1.5505 -0.1218  -1.38
C5 1.6221 -0.0696 0.8006  -0.45
C6 2.5797 0.1188 -0.1089  -0.65
H2 -2.6753 -1.7337 0.0798  0.39
H3 -2.5746 -0.4692 -1.1960  0.28
H4 -2.7162 -0.0194 0.5363  0.35
H5 -0.5152 0.1664 1.5741  0.36
H6 0.3904 2.2692 0.2670  0.41
H7 -1.3392 1.9349 0.0751  0.39
H8 -0.2062 1.4836 -1.2044  0.32
H9 1.9044 -0.3712 1.8107  0.28
H10 2.3563 0.4505 -1.1215  0.25
H11 3.6384 0.0864 0.1487  0.29


# 2
This record from the Open Molecules 2025 dataset describes a structure of composition BrMn2. The level of theory is ωB97M-V with the def2-TZVPD basis set.

Computed properties:
multiplicity = 11
E = -4874.6631 Ha
molecular weight = 189.780 u
gap between HOMO and LUMO (spin up / spin down) = 0.308 / 0.318 hartree
energy relative to the best compared isomer or geometry (same formula, charge and spin) = 1.4 kcal/mol
total charge = +3

Each line ends with the Mulliken charge.
Element x y z (Å)
Mn1 -1.1417 -2.1485 -0.6183  1.43
Mn2 1.5019 2.0643 0.3328  1.56
Br1 -0.3602 0.0842 0.2855  0.01


# 3
This record from the Open Molecules 2025 dataset describes a cluster of 4 separate species, C21H40BFN2O7 in total at a distorted geometry. The level of theory is ωB97M-V with the def2-TZVPD basis set.

Computed properties:
structure (SMILES) = C[C@H](F)CB(OC#N)c1cccnc1.COCCOC.COCCOC.COCCOC
multiplicity = 1
E = -1584.7581 Ha
molecular weight = 462.368 u
gap between HOMO and LUMO = 0.334 hartree

Each line ends with the Mulliken charge.
Element x y z (Å)
C1 7.1303 -0.3804 -1.6953  -1.13
C2 6.3832 1.0556 -1.5046  0.43
F1 7.3002 2.0208 -0.8981  -0.34
C3 5.1535 0.8092 -0.5001  -0.62
B1 3.8710 1.8052 -0.7631  0.36
O1 4.0393 3.2565 -0.8855  -0.41
C4 4.2465 3.8090 0.4146  0.50
N1 4.2436 4.2706 1.5352  -0.47
C5 2.4097 1.0580 -0.8286  0.62
C6 1.6970 0.9768 -2.2290  -0.51
C7 0.3286 0.1856 -2.1259  -0.42
C8 -0.0412 -0.3392 -0.7186  -0.20
N2 0.6194 -0.2064 0.5342  -0.46
C9 1.8589 0.4957 0.5030  -0.20
H1 6.3661 -1.2190 -1.9357  0.30
H2 7.5696 -0.6538 -0.6656  0.28
H3 7.9107 -0.3677 -2.5332  0.32
H4 6.0879 1.4325 -2.5417  0.23
H5 4.8043 -0.2861 -0.6522  0.20
H6 5.4349 0.8888 0.6119  0.32
H7 2.1164 1.3979 -3.1992  0.31
H8 -0.3331 0.0029 -3.0426  0.33
H9 -1.0372 -0.9493 -0.6825  0.39
H10 2.4661 0.6350 1.4756  0.14
C10 -6.2424 -2.0314 -1.6022  -0.60
O2 -5.7914 -3.3776 -1.5437  -0.39
C11 -4.5457 -3.5569 -2.2145  -0.51
C12 -3.3901 -3.6313 -1.2210  -0.49
O3 -3.1874 -2.3785 -0.5655  -0.18
C13 -3.7223 -2.3689 0.7516  -0.92
H11 -7.0681 -1.9161 -0.8973  0.33
H12 -5.4526 -1.3266 -1.3298  0.15
H13 -6.6080 -1.8070 -2.6092  0.32
H14 -4.3795 -2.7609 -2.9486  0.25
H15 -4.6067 -4.5062 -2.7545  0.38
H16 -2.4698 -3.8555 -1.7696  0.36
H17 -3.5498 -4.4333 -0.4920  0.36
H18 -3.0831 -2.9590 1.4156  0.31
H19 -4.7437 -2.7594 0.7801  0.42
H20 -3.7357 -1.3373 1.1058  0.24
C14 -3.6893 2.5020 -1.4490  -0.64
O4 -3.7155 2.2902 -2.8551  -0.42
C15 -4.7339 1.3712 -3.2466  -0.13
C16 -5.9448 2.1005 -3.8218  -0.63
O5 -6.6174 2.8632 -2.8201  -0.38
C17 -6.3133 4.2485 -2.9035  -0.72
H21 -3.0504 3.3638 -1.2460  0.28
H22 -4.6860 2.7072 -1.0501  0.34
H23 -3.2637 1.6259 -0.9497  0.19
H24 -5.0248 0.7304 -2.4074  0.10
H25 -4.3059 0.7330 -4.0255  0.38
H26 -6.6604 1.3575 -4.1883  0.40
H27 -5.6554 2.7338 -4.6678  0.34
H28 -6.8303 4.6908 -3.7609  0.32
H29 -5.2373 4.4258 -2.9902  0.32
H30 -6.6715 4.7307 -1.9930  0.24
C18 3.8134 0.7128 4.3330  -0.89
O6 4.2448 -0.5332 3.7995  -0.23
C19 5.3177 -1.1024 4.5486  -0.58
C20 4.8205 -2.2168 5.4651  -0.52
O7 3.9864 -1.7036 6.5036  -0.38
C21 2.6067 -1.9217 6.2431  -0.68
H31 2.8668 0.9783 3.8572  0.24
H32 3.6557 0.6610 5.4131  0.43
H33 4.5499 1.4890 4.1031  0.35
H34 5.8464 -0.3322 5.1203  0.36
H35 6.0205 -1.5288 3.8269  0.35
H36 5.6836 -2.6816 5.9521  0.38
H37 4.3002 -2.9924 4.8922  0.33
H38 2.3618 -2.9768 6.4002  0.33
H39 2.3316 -1.6269 5.2261  0.27
H40 2.0288 -1.3204 6.9462  0.24


# 4
This record from the Open Molecules 2025 dataset describes a cluster of 2 separate species, C3H4O2S in total at a distorted geometry. The level of theory is ωB97M-V with the def2-TZVPD basis set.

Computed properties:
multiplicity = 1
E = -665.2882 Ha
molecular weight = 104.130 u
gap between HOMO and LUMO = 0.317 hartree
energy relative to the best compared isomer or geometry (same formula, charge and spin) = 61.1 kcal/mol

Each line ends with the Mulliken charge.
Element x y z (Å)
C1 3.1367 -1.2183 -0.7085  0.66
C2 0.5060 -0.5234 0.2185  -0.04
C3 0.1152 -0.3323 -1.2534  -0.76
O1 3.2618 -1.8494 -1.6362  -0.33
O2 3.1144 -0.4583 0.1486  -0.30
S1 0.1287 -2.0227 0.8614  -0.06
H1 -0.8813 0.1845 -1.3815  0.31
H2 -0.1362 -1.4054 -1.5781  0.23
H3 0.8875 0.1349 -1.8710  0.21
H4 -0.6616 -2.6582 -0.1632  0.09


# 5
This record from the Open Molecules 2025 dataset describes an isolated molecule of C30H40N4O2. The level of theory is ωB97M-V with the def2-TZVPD basis set.

Computed properties:
structure (SMILES) = O=C(CCC1CCCCC1)NCCN1C2=NC[C@H](Cc3ccccc3)N2C[C@H]1Cc1ccc(O)cc1
multiplicity = 1
E = -1536.7330 Ha
molecular weight = 488.676 u
gap between HOMO and LUMO = 0.317 hartree
energy relative to the best compared isomer or geometry (same formula, charge and spin) = 4.4 kcal/mol

Each line ends with the Mulliken charge.
Element x y z (Å)
O1 0.3587 0.5257 -1.5712  -0.70
C1 1.2353 1.0015 -0.8759  0.38
C2 2.4864 0.2489 -0.4662  -0.51
C3 3.7163 0.8043 -1.1899  -1.13
C4 5.0050 0.0488 -0.8464  0.82
C5 6.1270 0.4565 -1.8047  -0.97
C6 7.4163 -0.2982 -1.4953  -0.69
C7 7.8518 -0.0452 -0.0559  -0.67
C8 6.7414 -0.4498 0.9076  -0.81
C9 5.4537 0.3069 0.5931  -0.71
N1 1.2267 2.2847 -0.4457  0.00
C10 0.0965 3.1586 -0.6307  -0.86
C11 -0.7557 3.2589 0.6475  -1.09
N2 -1.3769 2.0162 0.9956  0.38
C12 -0.7313 0.9913 1.6002  -0.16
N3 0.3916 0.9097 2.2084  -0.68
C13 0.4900 -0.4759 2.6429  -0.99
C14 -0.6732 -1.2566 1.9504  0.30
C15 -0.1730 -2.1348 0.7916  -0.36
C16 -1.2426 -3.0031 0.1911  0.04
C17 -1.5585 -2.9025 -1.1587  0.07
C18 -2.5450 -3.6969 -1.7152  -0.85
C19 -3.2298 -4.6078 -0.9293  -0.45
C20 -2.9126 -4.7272 0.4128  -0.77
C21 -1.9237 -3.9341 0.9666  -0.44
N4 -1.5058 -0.1467 1.5410  0.18
C22 -2.4277 -0.0194 0.4381  -0.45
C23 -2.5728 1.5124 0.3325  0.23
C24 -3.8282 2.0348 1.0588  -1.11
C25 -5.0838 1.6050 0.3596  0.19
C26 -5.8606 0.5653 0.8502  -0.39
C27 -6.9993 0.1504 0.1832  -0.62
C28 -7.3817 0.7745 -0.9968  0.95
O2 -8.4941 0.4033 -1.6875  -0.56
C29 -6.6120 1.8206 -1.4965  -0.85
C30 -5.4785 2.2241 -0.8220  -0.33
H1 2.3621 -0.8033 -0.7264  0.45
H2 2.6003 0.3380 0.6146  0.13
H3 3.8452 1.8618 -0.9477  0.40
H4 3.5418 0.7324 -2.2664  0.25
H5 4.8217 -1.0248 -0.9676  0.35
H6 5.8223 0.2570 -2.8345  0.39
H7 6.3048 1.5308 -1.7121  0.32
H8 8.2031 0.0157 -2.1846  0.36
H9 7.2525 -1.3686 -1.6406  0.33
H10 8.7613 -0.6082 0.1640  0.34
H11 8.0755 1.0163 0.0738  0.31
H12 7.0472 -0.2461 1.9361  0.36
H13 6.5603 -1.5237 0.8197  0.33
H14 4.6754 -0.0014 1.2931  0.22
H15 5.6226 1.3781 0.7292  0.25
H16 1.8599 2.5278 0.3004  0.33
H17 -0.4949 2.7398 -1.4485  0.38
H18 0.4510 4.1546 -0.9145  0.42
H19 -0.1165 3.5492 1.4859  0.49
H20 -1.5325 4.0162 0.5100  0.40
H21 0.3940 -0.5173 3.7332  0.35
H22 1.4706 -0.8792 2.3769  0.32
H23 -1.2173 -1.8754 2.6731  0.45
H24 0.6265 -2.7705 1.1836  0.65
H25 0.2467 -1.4867 0.0214  -0.40
H26 -1.0242 -2.1959 -1.7786  0.49
H27 -2.7792 -3.6050 -2.7658  0.40
H28 -4.0020 -5.2271 -1.3619  0.40
H29 -3.4343 -5.4446 1.0302  0.39
H30 -1.6737 -4.0460 2.0123  0.40
H31 -2.0151 -0.4281 -0.4908  0.05
H32 -3.3777 -0.5146 0.6500  0.30
H33 -2.6013 1.8318 -0.7144  0.47
H34 -3.8109 1.6608 2.0832  0.39
H35 -3.7762 3.1256 1.0912  0.36
H36 -5.5815 0.0752 1.7719  0.40
H37 -7.5951 -0.6612 0.5805  0.26
H38 -8.9294 -0.3295 -1.2356  0.28
H39 -6.9215 2.3011 -2.4108  0.41
H40 -4.8915 3.0407 -1.2169  0.41


# 6
This record from the Open Molecules 2025 dataset describes an isolated molecule of C2H4O3S at a distorted geometry. The level of theory is ωB97M-V with the def2-TZVPD basis set.

Computed properties:
multiplicity = 3
E = -702.3067 Ha
molecular weight = 108.118 u
gap between HOMO and LUMO (spin up / spin down) = 0.314 / 0.315 hartree
energy relative to the best compared isomer or geometry (same formula, charge and spin) = 70.9 kcal/mol

Each line ends with the Mulliken charge.
Element x y z (Å)
C1 0.3686 -1.1326 0.5505  -0.57
C2 0.1980 1.0668 -0.8821  -0.32
O1 1.7979 0.8429 1.1506  -0.61
O2 2.4314 -0.3115 -0.8984  -0.62
O3 -0.5390 1.9547 -0.1722  -0.42
S1 1.4887 0.0436 0.0590  1.06
H1 -0.1047 -0.6086 1.4211  0.34
H2 -0.2390 -2.0127 0.0887  0.36
H3 -0.4171 0.5387 -1.5667  0.39
H4 -0.0221 2.2086 0.6597  0.37


> What is the formula in the sixth record?

C2H4O3S